(1)
The ion C3H5O2 with charge +1 in a non-equilibrium geometry. Source: the OMol25 dataset; level of theory: ωB97M-V/def2-TZVPD.

Geometry (Å):
C (0.080, -1.057, -0.025)
C (-1.125, -0.219, -0.002)
C (1.145, 0.931, 0.001)
O (-0.786, 1.086, -0.017)
O (1.167, -0.426, -0.001)
H (0.112, -2.142, -0.045)
H (-1.791, -0.503, -0.841)
H (-1.679, -0.502, 0.926)
H (1.445, 1.412, -0.924)
H (1.431, 1.419, 0.929)

* energy: -7275.765 eV
* orbital gap: 9.04 eV
* net charge: +1

=====

(2)
The ion C3H5O2S with charge -1 in a non-equilibrium geometry. Source: the OMol25 dataset; level of theory: ωB97M-V/def2-TZVPD.

Geometry (Å):
O (-0.865, 2.508, -0.501)
C (0.067, 1.636, -0.458)
O (1.273, 1.786, -1.003)
C (-0.397, 0.188, -0.125)
C (0.464, -0.704, 0.801)
S (0.028, -2.382, 0.395)
H (-1.428, 0.053, 0.188)
H (-0.429, -0.085, -1.171)
H (1.535, -0.549, 0.677)
H (0.348, -0.385, 1.954)
H (-0.596, -2.066, -0.758)

* energy: -18122.982 eV
* orbital gap: 7.20 eV
* SMILES: O=C([O-])CCS
* net charge: -1

=====

(3)
The ion C3H5O2S with charge -1 in a non-equilibrium geometry. Source: the OMol25 dataset; level of theory: ωB97M-V/def2-TZVPD.

Geometry (Å):
C (-0.863, -1.237, -0.780)
C (-0.098, -0.289, -0.291)
C (-0.579, 0.922, 0.459)
O (2.223, -0.715, 1.152)
O (2.233, 1.130, -0.459)
S (1.909, -0.335, -0.231)
H (-0.557, -2.120, -1.227)
H (-1.970, -1.092, -0.511)
H (-1.233, 0.699, 1.352)
H (-1.333, 1.547, -0.258)
H (0.269, 1.490, 0.796)

* energy: -18121.842 eV
* orbital gap: 7.25 eV
* net charge: -1

=====

(4)
A cluster of 2 separate species, C3H5O2S3 in total in a non-equilibrium geometry. Source: the OMol25 dataset; level of theory: ωB97M-V/def2-TZVPD.

Geometry (Å):
C (1.306, 0.870, -0.874)
C (-2.407, 0.190, 1.356)
C (1.051, -0.342, -0.282)
O (1.480, 1.952, -0.333)
O (1.367, 0.874, -2.251)
S (-3.107, -1.023, 0.505)
S (1.311, -0.466, 1.495)
S (0.570, -1.766, -1.155)
H (-2.650, 1.166, 0.952)
H (-1.534, 0.088, 2.094)
H (-0.378, -2.244, -0.194)
H (1.855, 0.681, 1.346)
H (1.137, 0.021, -2.659)

* energy: -39792.171 eV
* orbital gap: 4.92 eV
* net charge: -1

=====

(5)
A cluster of 2 separate species, C3H5O3 in total. Source: the OMol25 dataset; level of theory: ωB97M-V/def2-TZVPD.

Geometry (Å):
C (-0.582, -1.988, -1.471)
C (-0.403, -1.291, -0.334)
O (0.763, -0.754, 0.000)
H (-1.485, -2.563, -1.621)
H (0.188, -1.951, -2.227)
H (-1.181, -1.019, 0.391)
H (0.664, 0.011, 0.707)
O (0.605, 1.209, 1.503)
C (0.474, 2.419, 1.126)
O (-0.410, 2.930, 0.443)
H (1.367, 2.997, 1.483)

* energy: -9335.543 eV
* orbital gap: 8.82 eV
* net charge: -1

=====

(6)
A structure of composition C3H5O3 in a non-equilibrium geometry. Source: the OMol25 dataset; level of theory: ωB97M-V/def2-TZVPD.

Geometry (Å):
C (-2.421, -1.580, -1.410)
C (-1.422, -1.751, -0.473)
O (-0.412, -0.958, -0.077)
H (-3.167, -2.302, -1.678)
H (-2.313, -0.883, -2.279)
H (-1.356, -2.810, -0.369)
H (0.574, -0.329, 0.263)
O (1.488, 0.404, 0.191)
C (1.164, 1.472, 0.962)
O (1.662, 2.588, 0.876)
H (0.429, 1.200, 1.674)

* energy: -9334.161 eV
* orbital gap: 8.09 eV
* net charge: -1

=====

(7)
The ion C3H5O3 with charge -1 in a non-equilibrium geometry. Source: the OMol25 dataset; level of theory: ωB97M-V/def2-TZVPD.

Geometry (Å):
C (0.198, 0.037, -0.688)
C (0.486, -0.023, 0.808)
O (0.545, -1.368, 1.250)
H (0.268, 0.460, -1.704)
H (1.233, -0.240, -0.993)
H (-0.217, 0.568, 1.415)
H (1.457, 0.470, 0.993)
H (0.840, -1.388, 2.164)
O (-1.723, 1.555, -1.492)
O (-1.300, -0.649, -1.015)
C (-1.787, 0.579, -0.738)

* energy: -9328.844 eV
* orbital gap (alpha / beta): 4.68 / 4.68 eV
* net charge: -1

=====

(8)
A cluster of 2 separate species, C3H5O3P in total in a non-equilibrium geometry. Source: the OMol25 dataset; level of theory: ωB97M-V/def2-TZVPD.

Geometry (Å):
C (-1.697, 2.010, 0.089)
C (-0.082, -0.074, 0.161)
C (-0.665, -1.459, 0.055)
O (2.344, 1.385, -0.414)
O (0.894, -0.040, 1.311)
O (2.477, -1.175, -0.470)
P (1.651, 0.068, -0.200)
H (-0.877, 2.695, 0.412)
H (-1.610, 2.025, -1.034)
H (0.135, -2.207, 0.103)
H (-1.363, -1.649, 0.877)
H (-1.206, -1.579, -0.890)

* energy: -18618.393 eV
* orbital gap (alpha / beta): 5.93 / 5.78 eV
* net charge: -2

=====

(9)
A structure of composition C3H5O3Pt in a non-equilibrium geometry. Source: the OMol25 dataset; level of theory: ωB97M-V/def2-TZVPD.

Geometry (Å):
O (0.618, 2.015, -0.499)
C (0.957, 3.199, -0.843)
C (2.196, 3.757, -0.393)
H (0.221, 3.777, -1.418)
H (2.775, 3.098, 0.256)
H (1.957, 4.732, 0.072)
H (2.745, 4.045, -1.313)
O (-0.794, 0.360, -0.254)
C (-0.761, 1.546, -0.669)
O (-1.451, 2.087, -1.494)
Pt (-2.730, 2.021, -2.445)
H (0.157, -0.032, -0.251)

* energy: -12535.748 eV
* orbital gap (alpha / beta): 10.81 / 7.69 eV
* <S²>: 2.003
* multiplicity: 3
* net charge: +3

=====

(10)
A structure of composition C3H5O3Y in a non-equilibrium geometry. Source: the OMol25 dataset; level of theory: ωB97M-V/def2-TZVPD.

Geometry (Å):
H (2.437, -1.384, -0.614)
O (-0.006, -0.832, 1.206)
C (0.412, -1.154, 0.046)
C (-0.037, 1.408, 0.716)
O (1.348, -1.977, -0.203)
O (-0.524, -0.917, -0.828)
C (-0.673, 1.256, -0.546)
H (0.992, 1.777, 0.730)
H (-0.584, 1.895, 1.526)
H (-0.107, 1.424, -1.465)
H (-1.748, 1.443, -0.598)
Y (-1.511, -2.941, 0.032)

* energy: -10352.825 eV
* orbital gap (alpha / beta): 8.26 / 5.41 eV
* net charge: +2

=====

(11)
A structure of composition C3H5O3Yb in a non-equilibrium geometry. Source: the OMol25 dataset; level of theory: ωB97M-V/def2-TZVPD.

Geometry (Å):
C (0.941, 0.029, -0.061)
O (1.912, 0.487, -0.790)
O (0.121, 1.034, 0.472)
O (0.099, -0.900, -0.659)
C (-1.250, 0.710, 0.277)
C (-1.197, -0.769, -0.101)
H (-1.663, 1.329, -0.533)
H (-1.803, 0.900, 1.205)
H (-1.937, -1.051, -0.858)
H (-1.309, -1.423, 0.778)
Yb (4.344, 0.251, -0.559)
H (1.742, -0.596, 0.829)

* energy: -40852.838 eV
* orbital gap (alpha / beta): 6.61 / 6.10 eV
* <S²>: 2.009
* multiplicity: 3
* net charge: +1

=====

(12)
The molecule C3H5O4P in a non-equilibrium geometry. Source: the OMol25 dataset; level of theory: ωB97M-V/def2-TZVPD.

Geometry (Å):
O (-0.550, 2.033, 0.022)
C (-0.404, 0.821, -0.232)
C (-1.157, 0.294, -1.788)
O (-0.733, -0.978, -2.131)
C (0.394, 0.128, 0.923)
O (0.864, -1.146, 0.992)
P (0.717, 1.063, 2.275)
O (1.602, 0.027, 3.106)
H (-0.733, 1.141, -2.444)
H (-2.176, 0.288, -1.889)
H (0.290, -0.976, -2.093)
H (0.334, -1.846, 0.452)
H (1.551, -0.850, 2.808)

* energy: -20667.953 eV
* orbital gap: 8.29 eV
* SMILES: O=C(CO)/C(O)=P/O

=====

(13)
The molecule C3H5OP in a non-equilibrium geometry. Source: the OMol25 dataset; level of theory: ωB97M-V/def2-TZVPD.

Geometry (Å):
C (-1.557, -0.198, -0.106)
C (-0.260, -0.025, 0.271)
C (0.909, -0.003, -0.745)
P (0.074, 0.325, 2.066)
O (1.506, 0.408, 2.249)
H (-2.309, -0.112, 0.607)
H (-1.859, -0.209, -1.116)
H (1.157, -1.107, -0.841)
H (0.471, 0.366, -1.707)
H (1.868, 0.555, -0.678)

* energy: -14527.027 eV
* orbital gap: 8.59 eV
* SMILES: C=C(C)P=O

=====

(14)
The molecule C3H5OPS in a non-equilibrium geometry. Source: the OMol25 dataset; level of theory: ωB97M-V/def2-TZVPD.

Geometry (Å):
C (2.369, -0.191, 0.001)
C (1.574, 0.790, 0.104)
C (0.204, 0.711, -0.493)
O (3.207, -0.987, 0.034)
P (-2.455, -1.103, -0.098)
S (-1.344, 0.592, 0.615)
H (-3.553, -0.740, 0.625)
H (1.846, 1.615, 0.615)
H (0.152, 1.456, -1.245)
H (0.068, -0.107, -1.144)
H (-2.069, -2.035, 0.987)

* energy: -25356.609 eV
* orbital gap (alpha / beta): 4.13 / 4.56 eV
* <S²>: 2.014
* multiplicity: 3

=====

(15)
The molecule C3H5PS in a non-equilibrium geometry. Source: the OMol25 dataset; level of theory: ωB97M-V/def2-TZVPD.

Geometry (Å):
C (0.341, 1.336, -0.017)
P (1.960, 0.926, 0.085)
S (1.723, -1.158, -0.104)
C (-0.049, -1.235, 0.250)
C (-0.733, 0.353, -0.270)
H (0.071, 2.377, 0.079)
H (-0.202, -1.333, 1.318)
H (-0.521, -2.027, -0.312)
H (-1.639, 0.510, 0.302)
H (-0.950, 0.250, -1.332)

* energy: -23315.053 eV
* orbital gap: 8.63 eV
* SMILES: C1=PSCC1

=====

(16)
The molecule C3H5PS in a non-equilibrium geometry. Source: the OMol25 dataset; level of theory: ωB97M-V/def2-TZVPD.

Geometry (Å):
C (2.682, 0.536, 1.642)
P (2.258, 0.337, 0.114)
C (0.914, -0.783, -0.166)
C (-0.273, -0.618, 0.641)
S (-1.453, 0.849, 0.047)
H (3.115, 0.594, 2.538)
H (0.772, -0.836, -1.284)
H (0.092, -0.144, 1.531)
H (-0.938, -1.406, 0.788)
H (-2.437, -0.008, -0.284)

* energy: -23310.313 eV
* orbital gap (alpha / beta): 6.60 / 7.49 eV
* SMILES: C#P=CCS

=====

(17)
The molecule C3H5PS2 in a non-equilibrium geometry. Source: the OMol25 dataset; level of theory: ωB97M-V/def2-TZVPD.

Geometry (Å):
C (-0.148, 1.008, -1.409)
C (-0.370, -0.232, -0.967)
C (-1.137, -0.598, 0.170)
P (1.689, 0.265, 1.487)
S (2.974, -0.103, 2.887)
S (0.244, -1.224, 1.705)
H (0.536, 1.193, -2.221)
H (-0.653, 1.827, -0.830)
H (0.268, -1.083, -1.364)
H (-1.895, -1.337, -0.001)
H (-1.508, 0.282, 0.543)

* energy: -34148.335 eV
* orbital gap (alpha / beta): 6.90 / 6.57 eV
* <S²>: 2.011
* multiplicity: 3

=====

(18)
The molecule C3H6 in a non-equilibrium geometry. Source: the OMol25 dataset; level of theory: ωB97M-V/def2-TZVPD.

Geometry (Å):
C (1.106, -0.779, -0.271)
C (0.412, 0.172, 0.295)
C (-1.108, 0.392, 0.049)
H (2.153, -0.913, 0.073)
H (0.817, -1.278, -1.137)
H (0.731, 0.941, 0.959)
H (-1.329, 1.520, 0.213)
H (-1.543, -0.260, 0.828)
H (-1.240, 0.205, -1.009)

* energy: -3206.888 eV
* orbital gap: 10.97 eV
* SMILES: C=CC

=====

(19)
A structure of composition C3H6AgO3 in a non-equilibrium geometry. Source: the OMol25 dataset; level of theory: ωB97M-V/def2-TZVPD.

Geometry (Å):
H (2.734, -1.745, -0.094)
O (1.688, -2.076, 0.330)
Ag (2.932, 1.421, 0.121)
O (0.020, -0.623, -0.419)
C (1.193, -0.939, 0.027)
O (2.105, -0.324, -0.617)
C (-0.977, -0.035, 0.448)
C (-1.734, 1.010, -0.335)
H (-1.613, -0.874, 0.744)
H (-0.526, 0.365, 1.362)
H (-1.790, 0.752, -1.400)
H (-2.756, 1.068, 0.062)
H (-1.275, 2.001, -0.228)

* energy: -13335.751 eV
* orbital gap (alpha / beta): 6.81 / 6.26 eV
* <S²>: 2.004
* multiplicity: 3
* net charge: +1

=====

(20)
A structure of composition C3H6As2Cl6F12Y in a non-equilibrium geometry. Source: the OMol25 dataset; level of theory: ωB97M-V/def2-TZVPD.

Geometry (Å):
Y (1.437, 2.696, 1.165)
As (4.028, 0.864, -1.154)
F (2.387, 1.536, -0.320)
F (4.528, 0.855, 0.491)
F (5.475, 0.347, -1.762)
F (3.228, 1.007, -2.594)
F (4.360, 2.529, -1.172)
F (3.327, -0.623, -0.908)
As (-1.185, 0.626, 0.751)
F (-0.739, 2.434, 0.732)
F (-1.692, 0.866, 2.361)
F (-1.314, -1.023, 0.875)
F (-0.517, 0.569, -0.770)
F (0.561, 0.532, 1.385)
F (-2.707, 0.955, 0.177)
C (-0.280, -3.634, -0.737)
Cl (1.267, -3.232, -1.502)
Cl (-0.663, -5.333, -0.953)
H (-0.206, -3.392, 0.318)
H (-1.056, -3.025, -1.188)
C (-1.988, 3.605, -2.958)
Cl (-1.847, 4.271, -1.304)
Cl (-1.691, 4.835, -4.163)
H (-1.257, 2.810, -3.037)
H (-2.990, 3.224, -3.112)
C (-2.108, -2.709, 3.889)
Cl (-0.626, -3.589, 3.500)
Cl (-3.461, -3.786, 4.199)
H (-1.921, -2.104, 4.767)
H (-2.351, -2.110, 3.023)

* energy: -233671.389 eV
* orbital gap: 4.55 eV
* net charge: +1